1.
This record from the OMol25 dataset describes a molecular structure, C44H30N8O2Se2V at a distorted geometry. The level of theory is ωB97M-V/def2-TZVPD.

Computed properties:
LUMO (spin up / spin down) = -0.9849 / -1.1117 eV
Spin multiplicity = 4
Frontier orbital gap (spin up / spin down) = 5.8 / 6.1 eV
Energy = -218513.0798 eV
Highest occupied orbital energy (spin up / spin down) = -6.81 / -7.24 eV

Geometry as XYZ:
```
87
Properties=species:S:1:pos:R:3:forces:R:3
C -1.98561 1.16271 4.22062 -0.012 0.009 -0.016
C 1.36003 -4.52991 2.57261 0.086 -0.026 -0.046
H -2.40460 3.24586 -2.03911 0.013 0.018 -0.014
C -2.79857 -0.73967 -0.01234 -0.328 -0.048 0.031
C -1.38472 3.42074 -1.71822 -0.185 0.042 -0.111
C -1.89615 2.44701 4.80491 0.012 0.029 -0.046
C 1.49249 2.44619 -1.60654 0.010 0.309 -0.137
C 0.74302 4.65500 -1.64671 -0.028 0.100 0.079
C 0.97699 -4.66703 -1.40101 0.001 0.051 -0.072
H -0.10759 4.63685 0.35946 0.002 -0.001 0.000
C 1.61023 3.59358 -2.27996 0.005 -0.197 0.052
N 0.42321 -2.11519 -0.51262 0.476 0.285 0.007
H -1.75374 4.54724 4.40957 0.000 0.004 0.013
C 0.73349 4.18476 -0.17789 -0.224 0.069 -0.104
C -1.83350 3.35507 2.60667 -0.002 0.042 -0.022
H -0.76314 -5.23056 -0.25172 0.003 -0.014 0.002
H -3.90302 -1.33199 -4.47359 -0.010 -0.004 -0.006
C -5.02794 -1.56862 -0.57002 -0.009 -0.015 -0.062
H -5.51468 -1.88113 -2.63723 -0.010 0.000 -0.005
C 1.47603 -2.33104 -1.32224 0.102 -0.110 -0.243
H 2.61766 -3.75701 -2.44982 0.007 -0.013 -0.022
H 3.89981 -2.12155 -2.79568 -0.021 -0.024 0.016
N 1.51329 -2.15954 2.83955 0.008 0.017 0.041
C -0.66954 4.45843 -2.16799 -0.078 -0.093 0.039
C -2.12095 -0.00887 4.99878 0.013 -0.064 0.027
C -0.34201 -3.13880 -0.14281 -0.072 -0.091 0.029
C 1.72831 2.13940 1.45902 0.013 -0.102 0.123
Se 2.24943 0.94291 2.88914 -0.004 0.053 -0.006
C 2.19547 1.19164 -1.92686 0.132 -0.032 -0.017
C -4.07543 -1.15813 0.37085 0.167 0.065 0.024
C -1.01467 -0.23692 -3.10779 0.138 -0.036 -0.064
N -1.81639 -0.28450 0.80091 0.237 -0.072 -0.329
H -1.48015 2.25063 -0.02885 -0.006 -0.013 0.022
H 1.19114 -5.66528 -1.75937 -0.008 -0.014 -0.002
O 5.67358 1.03690 -4.21371 0.197 0.061 0.351
C 3.39547 -1.20403 -2.52366 -0.087 0.057 0.009
N -1.89107 2.18615 2.02515 0.007 0.060 -0.026
N -1.28726 -0.32999 -1.82774 -0.014 -0.115 0.174
C -2.52121 -0.74472 -1.42840 -0.166 -0.103 -0.018
H -5.99982 -1.88072 -0.20758 -0.018 -0.008 -0.025
C -3.50200 -1.14063 -2.36097 -0.077 0.063 -0.123
H -0.01978 0.10609 -3.36861 -0.023 0.003 -0.011
C 2.23863 -1.13584 -1.77082 0.184 0.033 -0.143
C -2.16886 -1.32037 2.97780 0.009 0.105 -0.104
H 2.74523 -5.41995 1.17629 -0.010 -0.017 0.005
C -1.81629 3.54727 4.00368 -0.013 -0.054 0.020
H -2.23115 -2.29691 2.51177 0.008 0.002 -0.014
N -0.88304 2.45619 -0.83774 0.491 0.084 -0.033
V 0.03494 -0.03876 -0.16153 -0.863 -0.363 -0.287
H 2.48662 5.34872 0.56923 -0.022 0.023 -0.032
C -2.22951 -1.22038 4.38001 0.008 0.009 0.027
O 5.66721 -1.22609 -4.08122 0.195 -0.026 0.378
C 0.50107 2.69276 -0.43848 0.396 -0.020 0.067
C 1.77980 -3.60687 -1.78643 -0.155 0.022 0.105
C -3.16740 -1.04280 -3.73298 0.088 0.007 0.018
H -2.14379 0.07320 6.07811 -0.006 0.002 0.007
H -1.65761 -0.48079 -5.14806 -0.011 -0.001 -0.010
C 2.44694 3.41575 1.38289 -0.070 -0.051 0.032
C 2.50226 -2.16355 1.97703 0.209 -0.025 -0.188
Se 3.45076 -0.53934 1.57389 0.012 0.150 0.099
H -4.34358 -1.14753 1.41774 0.012 0.002 0.030
C 5.28952 -0.07283 -3.81465 -0.621 -0.038 -0.963
H 0.87644 -5.45533 2.85168 -0.007 -0.018 -0.001
H 1.10414 5.67420 -1.77899 -0.023 -0.004 -0.007
H -1.08348 5.12280 -2.91177 0.000 0.017 -0.012
C 3.97248 -0.02349 -2.98363 0.211 0.010 0.299
H -1.89938 2.53619 5.88462 -0.003 0.008 0.008
H 3.82481 2.08017 -3.07274 -0.023 0.023 0.013
C 0.95491 -3.33555 3.13426 -0.097 -0.068 0.024
N 1.69246 0.05043 -1.44793 -0.415 -0.119 0.072
C 2.99720 -3.30084 1.33735 -0.192 -0.185 0.196
H 2.17044 3.72948 -3.19460 -0.001 0.015 -0.025
C 2.40007 -4.50766 1.64528 0.009 0.068 0.119
H 3.81795 -3.24089 0.63473 0.016 0.038 -0.017
C -1.93925 -0.57824 -4.10940 -0.061 -0.022 0.092
C -2.00949 -0.21267 2.17461 0.052 0.035 0.340
C -4.77002 -1.57377 -1.91563 -0.026 -0.006 0.046
C 3.35426 1.18087 -2.69813 0.072 -0.068 0.012
C -1.95559 1.07510 2.80851 -0.003 -0.116 0.046
H -2.34620 -2.12290 4.96693 -0.006 0.004 0.024
H 3.32792 3.53226 1.99628 0.001 0.006 0.016
H -1.17520 -2.88559 0.50142 0.006 -0.044 -0.005
H -1.80323 4.22120 1.95001 0.003 -0.006 -0.006
H 0.14665 -3.30763 3.85716 0.004 0.022 -0.007
C 1.98470 4.38762 0.59929 0.106 0.049 0.018
C -0.10619 -4.43298 -0.56761 0.005 0.028 -0.024
N 0.79571 1.78401 0.66356 0.280 0.346 0.256
```
Positions in Å, forces in eV/Å.

***

2.
This record from the OMol25 dataset describes a molecular structure, C44H31BrF5N2O3SW at a distorted geometry. The level of theory is ωB97M-V/def2-TZVPD.

Computed properties:
LUMO (spin up / spin down) = -5.0590 / -5.0584 eV
Spin multiplicity = 1
Frontier orbital gap (spin up / spin down) = 6.2 / 6.2 eV
Total charge = +1
Energy = -151540.9283 eV
Highest occupied orbital energy (spin up / spin down) = -11.24 / -11.25 eV

Geometry as XYZ:
```
88
Properties=species:S:1:pos:R:3:forces:R:3
C -4.02262 0.55677 1.38440 0.072 -0.047 0.191
C 2.31869 -3.55827 1.88167 -0.066 0.043 0.053
C 0.02315 -0.03240 -4.78151 -0.036 -0.059 -0.109
C 0.01273 1.03608 4.86410 0.017 0.053 0.115
C 1.57092 -2.12679 4.13911 0.050 -0.044 0.032
H 1.19325 1.78337 2.55961 -0.046 0.090 -0.020
H 5.51699 0.65126 0.03831 -0.134 -0.016 -0.001
H -2.61040 0.24114 -6.90026 0.049 0.033 0.052
Br -0.75525 2.93458 1.00594 0.032 -0.333 0.071
C 2.23323 -3.34106 4.27016 0.004 0.008 0.024
C -0.87627 -2.92410 -0.46661 -0.100 0.504 0.248
H 3.56815 4.29350 -4.91934 -0.046 -0.010 0.053
C -1.35347 1.84528 -4.19120 0.028 0.023 -0.024
F -1.97050 -4.73621 2.48172 -0.013 0.057 -0.015
F -0.49602 -6.64503 1.26054 0.000 0.001 0.019
H 1.20174 -0.66037 -2.48571 -0.074 -0.196 -0.006
H -3.56301 1.44491 -2.35117 0.011 -0.039 0.108
N -2.81853 0.52466 0.80670 0.603 0.153 -0.421
C 1.57136 5.05915 -2.29859 -0.074 -0.118 0.043
H 4.21630 0.67704 2.16053 -0.003 0.036 -0.074
W -0.64178 0.61975 0.01996 -1.679 0.349 -0.531
H 0.88675 -0.66759 -4.62055 -0.084 0.026 -0.034
N 1.64303 0.57114 0.00518 0.591 -0.065 0.014
H 2.44113 0.32042 -3.25267 0.058 -0.019 -0.045
H 0.93813 1.59797 4.79251 -0.104 -0.042 0.011
H 1.29831 5.88972 -1.65819 0.001 -0.047 -0.029
H -6.82718 1.51588 -1.02779 -0.044 0.002 0.023
C 0.60325 -0.25870 2.76174 -0.288 -0.362 -0.522
C -1.37436 -4.47508 1.32208 -0.091 -0.021 0.212
F 0.52489 -3.69489 -2.20013 -0.042 0.059 0.047
C 1.65234 0.79686 2.50632 -0.049 0.313 -0.179
H 0.23500 3.68894 -1.32602 0.007 0.020 -0.020
O -0.21987 1.41700 -1.59596 0.217 -0.098 -0.704
H 3.11053 -5.01382 3.24973 -0.018 0.043 -0.010
C -0.12250 -3.92483 -1.05175 0.260 -0.040 -0.337
H 2.50356 2.10450 -4.60099 -0.058 0.099 0.062
C -2.68031 0.84260 -0.46738 0.557 0.061 0.209
C -0.62370 -5.44933 0.70417 0.046 -0.405 0.262
C 2.35793 0.50037 -1.15590 0.032 0.098 0.393
C -4.95751 1.19899 -0.73213 -0.847 0.089 0.041
H -6.10762 0.90208 1.08924 0.106 0.014 -0.068
C 2.84516 4.16232 -4.12242 -0.014 -0.025 -0.007
H -2.71068 0.81090 6.87120 0.042 -0.029 -0.053
C 0.65171 1.38155 -2.75582 -0.364 0.277 0.206
C 1.68376 0.31201 -2.47613 -0.037 -0.073 0.266
S -1.03006 -1.38817 -1.34727 0.213 0.151 0.619
C 0.97011 3.81541 -2.10657 0.129 0.141 -0.055
H 4.25865 0.52845 -2.10705 -0.035 -0.004 0.095
C -1.94407 0.46962 -6.07647 -0.029 0.066 0.048
F 0.75732 -6.10594 -1.06839 -0.045 0.081 0.009
H -1.74298 -1.42100 3.33648 0.029 0.133 0.116
C 3.71456 0.64779 1.20220 0.187 0.040 0.180
C -2.36012 -0.38056 5.11074 0.040 0.055 0.022
C -2.03792 0.59974 6.04815 -0.025 -0.069 -0.070
C -0.23611 1.04435 -3.94703 -0.106 0.036 0.049
H 2.40717 0.73697 3.28407 0.067 0.030 0.059
H -1.54668 2.70296 -3.55311 0.027 -0.065 -0.032
C -1.49603 -3.23283 0.73957 0.004 0.032 -0.063
F -2.23640 -2.34067 1.39292 -0.189 0.276 -0.189
H -4.09237 0.32136 2.43842 0.032 -0.026 -0.005
H -0.61659 -1.16159 -6.49241 -0.005 0.044 0.037
C -3.70522 1.18978 -1.30766 0.246 0.021 -0.392
C -0.82875 -0.31734 -5.84738 0.038 0.019 0.057
C 2.60203 -4.06330 3.14423 0.010 0.022 -0.017
C 1.31149 2.74348 -2.91847 -0.138 0.079 -0.014
H -3.28132 -0.94309 5.20953 0.039 0.021 -0.006
C -0.85031 1.30003 5.92526 0.033 0.000 -0.042
H -3.06655 2.19099 -5.43204 0.072 -0.061 0.021
H 2.61424 -4.10971 0.99687 -0.013 0.011 0.014
H 2.45582 -3.72471 5.25895 -0.024 0.017 -0.061
C 3.74067 0.55530 -1.15608 -0.007 -0.033 -0.297
H 1.44345 -1.96888 0.76048 -0.075 0.054 -0.142
C -1.49931 -0.64837 4.05856 0.012 -0.092 0.071
C 2.24793 2.92514 -3.93370 0.098 0.006 -0.088
H 2.97059 6.20256 -3.45530 -0.023 -0.053 0.006
C -2.20377 1.55975 -5.24645 0.028 -0.038 -0.019
C 4.43167 0.62285 0.02758 0.406 0.001 0.075
C 1.27440 -1.62037 2.87819 -0.239 -0.217 -0.062
C 0.00885 -5.17313 -0.48377 0.264 -0.215 -0.293
H -0.58836 2.05837 6.65212 -0.005 -0.016 -0.024
C 2.50700 5.23530 -3.30315 0.047 -0.049 -0.040
O -6.00195 1.52576 -1.52505 0.302 -0.082 0.237
C -5.12250 0.88788 0.63258 -0.162 0.008 -0.134
C 1.65616 -2.34402 1.74834 0.079 -0.053 0.207
C 2.33635 0.64953 1.18004 0.007 0.000 -0.271
O -0.26633 -0.22785 1.58764 0.358 -0.652 0.913
H 1.28041 -1.57563 5.02742 0.001 -0.061 -0.072
C -0.30551 0.06149 3.93033 -0.118 0.088 0.009
```
Positions in Å, forces in eV/Å.